w:
Molecular formula: C2H5NS2
Method: DFT, wB97M-V/def2-TZVPD

```
! RIJCOSX wB97M-V def2-TZVPD def2/J DEFGRID3
* xyz 0 1
C -0.26 -0.57 1.82
C 0.55 0.58 -0.95
N 0.20 0.52 2.06
S -0.65 -0.83 -1.36
S -0.16 2.00 -0.23
H -0.27 -1.39 2.49
H -0.79 -0.76 0.85
H 1.07 0.69 -1.87
H 1.25 0.08 -0.34
H -0.95 -0.32 -2.47
*
```

## Properties
Highest occupied orbital energy (alpha / beta)   -0.3209 / -0.3208 Eh



x:
Molecular formula: C2H5NS2
Method: DFT, wB97M-V/def2-TZVPD

```
! RIJCOSX wB97M-V def2-TZVPD def2/J DEFGRID3
* xyz 0 1
C -1.95 0.03 0.22
C 0.83 0.50 -0.15
H -2.67 -0.74 0.03
H -2.09 0.40 1.36
H -2.44 1.02 -0.34
H 0.19 1.28 -0.12
H 2.99 -1.94 -1.07
N 2.08 0.72 -0.17
S -0.39 -0.87 -0.01
S 3.45 -0.41 0.25
*
```

## Properties
Highest occupied orbital energy   -0.3288 Eh



On energetic grounds, w is preferred over the next structure by 0.469 eV.



w:
Molecular formula: C5H12N2
Method: DFT, wB97M-V/def2-TZVPD

```
! RIJCOSX wB97M-V def2-TZVPD def2/J DEFGRID3
* xyz 0 1
C -0.64 0.37 0.69
C -0.33 -0.51 -0.34
C -2.57 -0.93 0.31
C 2.75 -0.77 -0.36
C 1.72 0.33 -0.43
N -0.95 1.67 0.50
N 2.04 1.50 -0.76
H -0.39 0.10 1.71
H -1.24 2.23 1.28
H -1.31 1.96 -0.40
H 1.25 2.15 -0.73
H -0.58 -0.28 -1.36
H -0.05 -1.52 -0.09
H -2.65 -1.87 -0.24
H -2.80 -1.08 1.37
H -3.22 -0.18 -0.14
H 3.74 -0.41 -0.64
H 2.78 -1.17 0.66
H 2.46 -1.59 -1.02
*
```

## Properties
Highest occupied orbital energy (alpha / beta)   -0.2255 / -0.2181 Eh



x:
Molecular formula: C5H12N2
Method: DFT, wB97M-V/def2-TZVPD

```
! RIJCOSX wB97M-V def2-TZVPD def2/J DEFGRID3
* xyz 0 1
C -1.64 -0.25 -2.23
C -0.91 0.83 -1.83
C 0.41 0.80 -1.04
C 0.44 0.66 0.63
N 1.72 1.17 1.09
C 0.18 -0.85 0.93
N 0.08 -1.35 2.26
H -1.49 -1.21 -1.73
H -2.52 0.01 -2.79
H -1.43 1.87 -1.79
H 0.83 -0.27 -1.29
H 0.88 1.68 -1.33
H -0.38 1.41 0.83
H 2.60 0.66 1.08
H 1.53 1.19 2.11
H 1.05 -1.38 0.37
H -0.64 -1.17 0.18
H 0.30 -2.36 2.18
H -1.01 -1.45 2.39
*
```

## Properties
Highest occupied orbital energy   -0.3290 Eh
Structure (SMILES)   C=CC[C@H](N)CN



y:
Molecular formula: C5H12N2
Method: DFT, wB97M-V/def2-TZVPD

```
! RIJCOSX wB97M-V def2-TZVPD def2/J DEFGRID3
* xyz 0 1
C -2.29 -0.71 -0.92
N -0.85 -0.79 -0.81
C -0.13 -0.31 0.21
C -0.64 -0.14 1.60
C 1.14 0.06 -0.32
C 1.40 1.54 -0.55
N 2.32 -0.67 0.03
H -2.85 -0.77 0.02
H -2.66 0.20 -1.40
H -2.71 -1.54 -1.50
H 0.09 -0.52 -1.53
H 0.11 -0.49 2.32
H -0.87 0.90 1.83
H -1.56 -0.69 1.83
H 1.74 2.03 0.38
H 0.51 2.06 -0.90
H 2.20 1.68 -1.28
H 2.13 -1.63 0.27
H 2.92 -0.20 0.70
*
```

## Properties
Highest occupied orbital energy (alpha / beta)   -0.2217 / -0.2217 Eh
Structure (SMILES)   CN/C(C)=C(\C)N



z:
Molecular formula: C5H12N2
Method: DFT, wB97M-V/def2-TZVPD

```
! RIJCOSX wB97M-V def2-TZVPD def2/J DEFGRID3
* xyz 0 1
C 0.23 0.16 2.13
C 0.20 -0.07 0.83
C -0.02 1.06 -0.17
C -1.09 0.70 -1.19
N -2.32 0.23 -0.55
N 0.68 -1.29 0.29
C 1.91 -1.26 -0.51
H -0.27 0.95 2.67
H 0.72 -0.59 2.75
H -0.39 1.93 0.39
H 0.97 1.36 -0.53
H -0.77 -0.10 -1.85
H -1.27 1.58 -1.80
H -2.25 0.25 0.46
H -3.10 0.82 -0.82
H -0.02 -1.89 -0.13
H 1.76 -1.33 -1.59
H 2.52 -0.42 -0.20
H 2.51 -2.08 -0.16
*
```

## Properties
Highest occupied orbital energy   -0.3166 Eh
Structure (SMILES)   C=C(CCN)NC



On energetic grounds, z is preferred over the next structure by 1.542 eV.



w:
Molecular formula: C5H12N2
Method: DFT, wB97M-V/def2-TZVPD

```
! RIJCOSX wB97M-V def2-TZVPD def2/J DEFGRID3
* xyz 0 1
C 1.32 1.45 0.29
C 0.47 0.22 0.95
N 1.12 -0.13 2.29
C -0.02 -1.01 0.24
C -1.49 -1.09 -0.25
C -1.85 -0.73 -1.50
N -0.88 -0.06 -2.39
H 1.09 2.35 0.81
H 0.95 1.64 -0.70
H 2.38 1.15 0.26
H -0.56 0.65 1.26
H 1.53 0.66 2.79
H 1.75 -1.07 2.27
H 0.48 -1.01 -0.77
H 0.09 -1.87 0.87
H -2.22 -0.99 0.54
H -2.79 -0.85 -2.00
H 0.10 0.04 -2.05
H -1.48 0.67 -2.91
*
```

## Properties
Highest occupied orbital energy   -0.2945 Eh
Structure (SMILES)   C[C@H](N)C/C=C\N



x:
Molecular formula: C5H12N2
Method: DFT, wB97M-V/def2-TZVPD

```
! RIJCOSX wB97M-V def2-TZVPD def2/J DEFGRID3
* xyz 0 1
C 0.25 -1.75 -0.30
C 0.74 -0.56 -0.66
C 1.99 -0.30 -1.38
N 0.01 0.63 -0.22
N 0.56 1.68 0.52
C -1.41 0.47 0.11
C -1.70 0.08 1.52
H -0.60 -1.83 0.25
H 0.57 -2.57 -0.78
H 1.72 0.10 -2.40
H 2.52 -1.22 -1.70
H 2.65 0.34 -0.81
H 1.12 2.27 -0.05
H 1.07 1.48 1.36
H -1.89 -0.17 -0.70
H -2.03 1.36 -0.28
H -2.87 0.04 1.61
H -1.29 -0.90 1.68
H -1.40 0.84 2.22
*
```

## Properties
Highest occupied orbital energy   -0.2974 Eh
Structure (SMILES)   C=C(C)N(N)CC



On energetic grounds, x is preferred over the next structure by 0.188 eV.